(1)
ORCA calculation (ωB97M-V with the def2-TZVPD basis set) on a single C2H2F3NO molecule at a distorted geometry.

Output
2S+1 = 1
Relative energy (zero: lowest compared OMol25 entry of this formula, charge and spin) = 389.6 kJ/mol
Net charge = 0
Gap between HOMO and LUMO = 9.154 eV

CARTESIAN COORDINATES (ANGSTROEM)
C: 0.3559 -0.3471 -0.5915
C: -0.7787 0.3156 0.3051
N: 1.3995 -0.5711 0.3803
O: 2.1123 0.3092 0.7267
F: 0.0615 -1.6063 -1.0763
F: -1.2030 -0.4866 1.2676
F: -1.9276 0.7040 -0.3096
H: 0.4479 0.3449 -1.3580
H: -0.4678 1.3374 0.6557

How is the electron density shared among the atoms? According to Löwdin, the charges in e are: -0.25, -0.35, 0.01, 0.07, 0.04, 0.11, 0.06, 0.14, 0.17

(2)
ORCA calculation (ωB97M-V with the def2-TZVPD basis set) on a molecular structure, C2H2F3NO2 at a distorted geometry.

Output
2S+1 = 1
Relative energy (zero: lowest compared OMol25 entry of this formula, charge and spin) = 491.7 kJ/mol
Net charge = 0
Gap between HOMO and LUMO = 11.322 eV

CARTESIAN COORDINATES (ANGSTROEM)
C: 0.4162 -0.4741 0.1767
C: -0.2003 0.2545 -1.1155
N: -0.3149 0.1687 1.4333
O: -1.4945 0.2905 1.2994
O: 0.4264 0.5083 2.3404
F: 0.1589 -1.7667 0.1514
F: 0.5251 -0.1322 -2.1256
F: -0.1331 1.6235 -1.0617
H: 1.8305 -0.4306 0.2315
H: -1.2143 -0.0418 -1.3300

How is the electron density shared among the atoms? According to Löwdin, the charges in e are: -0.17, -0.37, -0.35, 0.12, 0.09, 0.08, 0.11, 0.07, 0.27, 0.16

(3)
ORCA calculation (ωB97M-V with the def2-TZVPD basis set) on 2 unconnected molecules or ions with the total composition C2H2F3P at a distorted geometry.

Output
2S+1 = 1
Relative energy (zero: lowest compared OMol25 entry of this formula, charge and spin) = 347.5 kJ/mol
Net charge = 0
Gap between HOMO and LUMO (alpha / beta) = 7.441 / 7.417 eV

CARTESIAN COORDINATES (ANGSTROEM)
C: -0.7502 -0.6591 -0.2863
C: -1.7400 0.2607 -0.2515
F: -0.9631 -1.9398 0.1200
F: -2.9653 -0.0147 0.1508
F: -1.5845 1.4487 -0.7310
P: 3.6680 0.2214 0.3360
H: 0.3243 -0.5024 -0.4320
H: 4.0108 1.1853 1.0940

How is the electron density shared among the atoms? According to Löwdin, the charges in e are: -0.05, -0.39, 0.00, 0.15, 0.16, 0.48, 0.10, -0.45

(4)
ORCA calculation (ωB97M-V with the def2-TZVPD basis set) on 2 unconnected molecules or ions with the total composition C2H2F4 at a distorted geometry.

Output
2S+1 = 1
Relative energy (zero: lowest compared OMol25 entry of this formula, charge and spin) = 220.0 kJ/mol
Net charge = 0
Gap between HOMO and LUMO = 10.722 eV

CARTESIAN COORDINATES (ANGSTROEM)
C: 0.5111 0.7153 0.6247
C: -0.5091 -0.7258 -0.6157
F: 0.6986 1.7393 -0.2082
F: 1.6653 0.1996 0.9975
F: -0.9609 -1.6152 0.2693
F: -1.5054 -0.1447 -1.2478
H: -0.1701 0.9687 1.4360
H: 0.2705 -1.1373 -1.2558

How is the electron density shared among the atoms? According to Löwdin, the charges in e are: -0.26, -0.26, 0.05, 0.08, 0.05, 0.08, 0.13, 0.13

(5)
ORCA calculation (ωB97M-V with the def2-TZVPD basis set) on a gas-phase ion, C2H2F5N2P (charge +2) at a distorted geometry.

Output
2S+1 = 1
Relative energy (zero: lowest compared OMol25 entry of this formula, charge and spin) = 355.5 kJ/mol
Net charge = +2
Gap between HOMO and LUMO (alpha / beta) = 6.652 / 10.230 eV

CARTESIAN COORDINATES (ANGSTROEM)
C: -3.5247 0.3009 0.1280
C: 0.3251 -0.3184 -0.1295
N: -2.6672 -0.7390 0.4871
N: -3.1087 1.0579 -0.8369
F: -4.6120 0.5335 0.7547
F: -3.1025 -1.6876 1.3213
F: -3.7779 2.1391 -1.0948
F: -1.0382 -2.6154 -0.1676
F: -1.6037 -0.8737 -1.8997
P: -1.2061 -1.1680 -0.4335
H: 0.2377 0.4703 0.4306
H: 1.2411 -0.9613 -0.0989

How is the electron density shared among the atoms? According to Löwdin, the charges in e are: -0.25, 0.18, 0.03, 0.23, 0.34, 0.17, 0.23, 0.08, 0.01, 0.86, 0.00, 0.13

(6)
ORCA calculation (ωB97M-V with the def2-TZVPD basis set) on a molecular structure, C2H2FLiLuO at a distorted geometry.

Output
2S+1 = 1
Net charge = +3
Gap between HOMO and LUMO = 6.503 eV

CARTESIAN COORDINATES (ANGSTROEM)
C: 2.8945 0.0123 -0.1962
F: 3.0788 -1.2356 -0.3149
H: 3.8306 0.5290 -0.4816
C: -1.7756 0.5145 0.2898
O: -2.2590 -0.5521 -0.1118
Lu: 0.6347 0.9126 0.3635
Li: -3.8730 -1.4290 -0.2204
H: -2.5309 1.2482 0.6717

How is the electron density shared among the atoms? According to Löwdin, the charges in e are: 0.04, 0.16, 0.11, -0.30, -0.19, 2.21, 0.90, 0.08

(7)
ORCA calculation (ωB97M-V with the def2-TZVPD basis set) on a molecular structure, C2H2FLiO2Rb at a distorted geometry.

Output
2S+1 = 2
Relative energy (zero: lowest compared OMol25 entry of this formula, charge and spin) = 15.2 kJ/mol
Net charge = 0
Gap between HOMO and LUMO (alpha / beta) = 5.515 / 6.239 eV

CARTESIAN COORDINATES (ANGSTROEM)
H: -0.7683 0.0659 -1.3269
O: -0.3213 -0.7116 0.5480
C: -0.0074 -0.0473 -0.4800
C: 1.3285 0.2840 -0.8244
O: 2.3313 0.0096 -0.0881
H: 1.4911 0.7710 -1.8027
Li: 2.8228 -0.6784 1.4756
Rb: -3.2338 -0.8505 2.1470
F: -3.6428 1.1573 0.3516

How is the electron density shared among the atoms? According to Löwdin, the charges in e are: 0.13, -0.15, -0.32, -0.32, -0.26, 0.11, 0.83, 0.92, -0.93

(8)
ORCA calculation (ωB97M-V with the def2-TZVPD basis set) on a molecular structure, C2H2FLiO2Tl at a distorted geometry.

Output
2S+1 = 2
Relative energy (zero: lowest compared OMol25 entry of this formula, charge and spin) = 64.9 kJ/mol
Net charge = +2
Gap between HOMO and LUMO (alpha / beta) = 9.041 / 6.357 eV

CARTESIAN COORDINATES (ANGSTROEM)
H: -1.7695 0.5290 -1.4063
O: -1.5719 -1.1604 -0.1297
C: -1.4349 0.0835 -0.4142
C: 0.0103 0.5847 -0.4191
O: 0.9114 -0.1654 -0.0299
Li: -0.0997 -2.0893 0.3671
Tl: 2.9068 0.2180 0.2127
F: -2.0429 0.9885 0.5567
H: 0.2541 1.5454 -0.9057

How is the electron density shared among the atoms? According to Löwdin, the charges in e are: 0.25, 0.14, -0.34, -0.03, -0.33, 0.83, 1.22, 0.06, 0.19

(9)
ORCA calculation (ωB97M-V with the def2-TZVPD basis set) on a single C2H2FN3 molecule at a distorted geometry.

Output
2S+1 = 1
Relative energy (zero: lowest compared OMol25 entry of this formula, charge and spin) = 178.0 kJ/mol
Net charge = 0
Gap between HOMO and LUMO = 10.546 eV

CARTESIAN COORDINATES (ANGSTROEM)
C: 0.6487 0.2545 -0.2534
C: -0.3938 -0.0556 -1.0271
H: -0.4513 -0.3804 -2.1135
H: 0.6300 0.0637 2.1067
N: -1.5308 -0.2148 -0.1881
N: -1.0197 -0.1457 1.0662
N: 0.2130 0.2312 1.0522
F: 1.9039 0.2471 -0.6431

How is the electron density shared among the atoms? According to Löwdin, the charges in e are: -0.37, -0.09, 0.13, 0.25, 0.02, -0.07, 0.02, 0.11

(10)
ORCA calculation (ωB97M-V with the def2-TZVPD basis set) on a single C2H2FN3 molecule at a distorted geometry.

Output
2S+1 = 1
Relative energy (zero: lowest compared OMol25 entry of this formula, charge and spin) = 313.2 kJ/mol
Net charge = 0
Gap between HOMO and LUMO = 10.223 eV

CARTESIAN COORDINATES (ANGSTROEM)
C: -1.5566 -0.4895 0.3699
C: 0.9008 0.9194 0.7582
N: -2.4014 -0.6036 1.1343
N: -0.6215 -0.2431 -0.5417
N: 0.6687 0.2392 -0.2957
F: 2.2549 1.1539 0.8675
H: -0.5227 -0.9516 -1.2522
H: 1.2778 -0.0248 -1.0403

How is the electron density shared among the atoms? According to Löwdin, the charges in e are: -0.32, -0.10, 0.17, 0.01, -0.01, -0.05, 0.15, 0.15

(11)
ORCA calculation (ωB97M-V with the def2-TZVPD basis set) on a single C2H2FN3O molecule at a distorted geometry.

Output
2S+1 = 1
Relative energy (zero: lowest compared OMol25 entry of this formula, charge and spin) = 213.8 kJ/mol
Net charge = 0
Gap between HOMO and LUMO = 10.105 eV

CARTESIAN COORDINATES (ANGSTROEM)
C: 0.6476 -0.7720 0.2713
C: -0.5370 0.1984 -0.2822
N: 1.6774 0.2678 0.4110
N: -0.0614 1.3690 -0.2693
N: 1.2374 1.3803 0.1403
O: -1.7703 -0.1175 -0.4795
F: 1.0008 -2.0292 -0.1812
H: 0.1989 -0.7277 1.3486
H: -2.3934 0.4308 -0.9590

How is the electron density shared among the atoms? According to Löwdin, the charges in e are: -0.22, -0.36, 0.03, 0.06, -0.02, 0.14, 0.04, 0.19, 0.14

(12)
ORCA calculation (ωB97M-V with the def2-TZVPD basis set) on 2 unconnected molecules or ions with the total composition C2H2FN3O at a distorted geometry.

Output
2S+1 = 1
Relative energy (zero: lowest compared OMol25 entry of this formula, charge and spin) = 779.0 kJ/mol
Net charge = 0
Gap between HOMO and LUMO (alpha / beta) = 10.400 / 9.227 eV

CARTESIAN COORDINATES (ANGSTROEM)
C: -0.0370 0.0217 1.3399
C: -0.5013 -0.0977 0.0419
N: -1.0240 -0.1399 2.1627
N: -1.7729 -0.3732 0.0717
N: 1.5267 0.6787 -1.9728
O: -2.1199 -0.3731 1.3816
F: 1.7927 -0.5959 -1.7089
H: 0.8733 0.1593 1.7041
H: 1.2625 0.7202 -3.0201

How is the electron density shared among the atoms? According to Löwdin, the charges in e are: -0.15, 0.00, 0.09, 0.06, 0.08, -0.09, -0.13, 0.06, 0.08